Formula: C28H24AsLuN2O3S6
Source: the Open Molecules 2025 dataset
Level of theory: ωB97M-V with the def2-TZVPD basis set

The geometry in XYZ format:
```
65
Properties=species:S:1:pos:R:3:forces:R:3
Lu -0.2985 0.2085 -0.6830 -2.13 1.04 -1.02
O 3.7079 0.7033 -1.9181 0.19 -0.05 0.05
C 4.2959 -0.1359 -1.0369 -0.10 0.09 -0.16
C 5.6853 -0.0943 -0.9421 0.12 -0.03 0.06
C 6.3491 -0.9313 -0.0648 0.00 0.01 -0.02
C 5.6432 -1.8311 0.7334 -0.01 0.01 -0.01
C 4.2634 -1.8594 0.6510 0.03 0.03 0.10
C 3.5723 -1.0111 -0.2167 -0.12 -0.07 0.04
C 2.0853 -1.0118 -0.2362 0.06 -0.15 0.03
O 1.4808 -0.5736 -1.3104 2.05 -0.97 0.01
N 1.4976 -1.4162 0.8581 -0.03 -0.18 0.13
N 0.0647 -1.3968 0.8408 0.52 -0.49 -0.01
C -0.4594 -2.5647 0.7147 0.25 0.10 0.27
S 0.5165 -3.9786 0.4296 -0.05 -0.03 0.02
C -0.8892 -5.1259 0.4883 0.01 -0.03 -0.01
C -2.1099 -4.3924 -0.0284 -0.02 0.01 -0.01
S -2.1793 -2.8100 0.8435 -0.04 0.11 0.01
H 2.7718 0.4388 -1.9913 -0.13 -0.03 0.02
H 6.2196 0.5992 -1.5801 -0.01 -0.03 0.03
H 7.4308 -0.8930 -0.0095 -0.04 0.00 -0.01
H 6.1673 -2.5014 1.4058 -0.05 0.06 -0.06
H 3.6833 -2.5328 1.2711 0.03 0.03 -0.04
H -1.0345 -5.4502 1.5169 -0.02 -0.06 0.03
H -0.6413 -5.9868 -0.1322 0.00 0.02 0.00
H -3.0354 -4.9286 0.1767 0.02 -0.02 0.01
H -2.0343 -4.1874 -1.0947 -0.02 -0.04 -0.07
S -0.8668 0.1830 -3.3700 -0.06 0.21 0.17
S -1.8799 1.8664 -2.0969 -0.08 -0.09 -0.17
S -2.8369 0.8118 -0.6672 -0.53 0.15 0.24
S -1.3949 -1.4897 -2.3995 -0.32 -0.32 -0.34
O 0.8521 1.8148 0.0664 0.28 0.69 1.00
As 0.6298 2.7016 1.4799 0.14 -0.09 -0.06
C 1.1563 4.4816 1.1317 -0.01 0.13 -0.20
C 1.8317 4.7258 -0.0567 0.04 0.22 0.04
C 2.2587 6.0190 -0.3304 0.00 0.04 0.01
C 2.0023 7.0424 0.5740 0.00 0.00 -0.02
C 1.3200 6.7847 1.7591 0.02 0.03 -0.02
C 0.8920 5.4972 2.0431 0.11 0.09 -0.02
C 1.6965 1.9786 2.8749 0.13 -0.15 -0.06
C 2.7508 1.1422 2.5348 0.10 0.04 0.16
C 3.5410 0.6030 3.5419 -0.02 0.01 0.02
C 3.2724 0.9085 4.8693 -0.03 0.02 0.00
C 2.2165 1.7546 5.2010 0.08 -0.05 0.02
C 1.4202 2.2909 4.2022 0.08 -0.07 0.04
C -1.1550 2.6742 2.1162 -0.09 -0.03 -0.08
C -1.5868 1.5307 2.7805 -0.27 0.10 -0.04
C -2.9240 1.4186 3.1297 0.00 0.04 0.02
C -3.8090 2.4459 2.8242 -0.03 -0.05 0.05
C -3.3679 3.5852 2.1654 -0.07 0.01 -0.01
C -2.0368 3.7006 1.8007 -0.05 -0.11 -0.02
H 2.0149 3.9180 -0.7530 -0.01 -0.03 -0.01
H 2.7891 6.2251 -1.2524 -0.03 0.00 0.06
H 2.3323 8.0520 0.3535 -0.02 -0.09 0.02
H 1.1206 7.5871 2.4594 0.01 -0.03 -0.04
H 0.3592 5.2914 2.9644 0.00 0.00 -0.01
H 2.9572 0.9092 1.5003 -0.02 -0.02 -0.04
H 4.3564 -0.0606 3.2795 -0.03 0.03 0.02
H 3.8854 0.4837 5.6564 -0.03 0.03 -0.06
H 2.0119 1.9887 6.2389 0.01 -0.02 -0.05
H 0.5862 2.9319 4.4589 -0.04 0.01 0.01
H -0.8995 0.7266 2.9997 0.10 -0.10 0.05
H -3.2757 0.5259 3.6303 -0.01 0.02 0.00
H -4.8556 2.3529 3.0943 0.09 0.00 -0.03
H -4.0668 4.3729 1.9121 0.03 -0.04 0.02
H -1.6955 4.5672 1.2527 0.02 0.07 -0.03
```
Positions in Å, forces in eV/Å.

## Properties
- Energy relative to the best compared isomer or geometry (same formula, charge and spin): 0.00 kcal per mole
- Total energy: -7277.2132 Eh
- Multiplicity: 1


Formula: C20H34ClO3PZr
Source: the Open Molecules 2025 dataset
Level of theory: ωB97M-V with the def2-TZVPD basis set

The geometry in XYZ format:
```
60
Properties=species:S:1:pos:R:3:forces:R:3
C -0.3172 0.3440 -5.8848 0.21 0.42 -2.36
C 1.0710 0.8707 -6.2257 0.12 -0.04 1.19
C -0.5466 -1.0331 -6.4964 -0.08 -0.40 1.23
C -1.4112 1.3094 -6.3220 -0.21 0.06 1.19
Cl -0.3866 0.2434 -3.6947 -0.05 0.18 -1.85
H -0.4939 -0.9650 -7.5946 0.06 0.37 0.36
H -1.5364 -1.4265 -6.2479 0.14 0.04 -0.02
H 0.2170 -1.7514 -6.1825 -0.12 0.10 -0.04
H 1.1765 1.0161 -7.3091 -0.37 -0.15 0.19
H 1.8445 0.1625 -5.9124 -0.09 0.14 -0.06
H 1.2487 1.8348 -5.7416 0.03 -0.11 -0.11
H -1.3753 1.4570 -7.4107 0.28 -0.26 0.25
H -1.2852 2.2883 -5.8512 -0.05 -0.11 -0.10
H -2.4030 0.9161 -6.0794 0.14 0.10 -0.03
C 1.4118 -1.3658 0.6577 0.42 -0.64 0.04
C 0.4549 -2.1844 -0.0176 1.64 -0.10 -0.14
C 0.5690 -1.8930 -1.4155 1.23 0.52 0.10
H -0.0835 -3.0105 0.4480 0.16 0.49 -0.25
C 1.5520 -0.8469 -1.5772 0.15 -1.26 0.41
C 2.0716 -0.5299 -0.2884 0.30 -0.64 -0.25
H 2.9263 0.1175 -0.0855 -0.47 -0.15 -0.10
H 1.6599 -1.4593 1.7188 -0.35 0.36 -0.46
H 0.1072 -2.4274 -2.2300 -0.28 0.20 0.05
H 1.8252 -0.3765 -2.5157 0.01 -0.21 0.23
C -2.4745 0.8000 0.1486 -0.97 0.01 -0.35
C -2.3513 -0.4440 0.8314 -0.33 -0.63 -0.81
C -2.1362 -1.4710 -0.1455 -1.35 1.18 -0.32
H -2.5323 -0.6263 1.8911 0.27 0.12 -0.55
C -2.2010 -0.8647 -1.4484 -0.43 0.59 1.31
C -2.3879 0.5486 -1.2600 -0.73 -0.57 0.51
H -2.4553 1.2851 -2.0585 -0.02 -0.17 0.26
H -2.7565 1.7455 0.6149 0.38 -0.25 -0.19
H -2.1343 -2.5309 0.0650 0.14 0.17 -0.09
H -2.2094 -1.3770 -2.3925 0.29 -0.02 -0.07
Zr -0.2533 0.0834 -0.3586 0.01 0.35 0.81
C 1.3914 3.1999 2.4074 0.16 0.57 -0.21
C 1.5531 1.8045 1.8642 -0.35 -0.41 0.37
O 0.2051 1.1737 1.5626 0.28 0.02 1.13
P -0.7380 0.6914 3.0960 1.10 -0.21 1.58
O -0.2429 1.6771 4.2752 -0.39 -0.72 -0.33
C 0.2573 1.3386 5.6616 -0.17 0.38 -0.44
C 1.7292 1.0998 5.6204 0.78 -0.44 -0.17
O 0.1543 -0.6728 3.4398 -0.61 0.75 -0.54
C -0.3536 -1.7204 4.3278 -0.65 0.13 -0.25
C -0.4090 -3.0441 3.6082 0.34 -0.20 -0.05
H 0.8296 3.8412 1.7248 -0.03 -0.09 -0.01
H 2.3775 3.6635 2.5170 0.00 -0.18 -0.10
H 0.9197 3.2247 3.3848 0.02 -0.02 -0.22
H 2.1175 1.7825 0.9322 -0.13 0.08 0.10
H 2.0393 1.1499 2.6017 -0.08 0.07 -0.31
H 0.0236 2.2155 6.2806 -0.21 -0.26 -0.47
H -0.2908 0.4703 6.0384 -0.03 0.23 -0.16
H 2.2674 1.8886 5.0799 -0.21 -0.10 0.15
H 2.1541 1.0488 6.6270 -0.20 0.09 -0.02
H 1.9424 0.1365 5.1464 0.08 0.18 -0.04
H 0.3088 -1.7771 5.1802 0.23 0.13 0.18
H -1.3611 -1.4632 4.6982 0.31 0.10 -0.13
H 0.5837 -3.3601 3.2588 -0.20 0.08 0.18
H -0.7941 -3.8080 4.2919 0.10 0.09 -0.14
H -1.0695 -2.9997 2.7456 -0.19 0.04 -0.07
```
Positions in Å, forces in eV/Å.

## Properties
- Energy relative to the best compared isomer or geometry (same formula, charge and spin): 12.39 kcal per mole
- Total energy: -1856.2847 Eh
- Charge: +2
- Multiplicity: 1


Formula: FH3O3P
Source: the Open Molecules 2025 dataset
Level of theory: ωB97M-V with the def2-TZVPD basis set

The geometry in XYZ format:
```
8
Properties=species:S:1:pos:R:3:forces:R:3
O 0.5704 1.4027 -0.4834 -1.08 0.23 1.66
O 0.9343 -0.3622 1.1900 -1.13 2.19 -2.03
O 0.1186 -0.7969 -1.3631 -2.74 -1.83 0.05
F -2.3999 0.1383 0.3551 3.56 -0.31 -0.50
P 0.0801 -0.0030 -0.0553 -1.45 0.89 0.55
H 0.4115 2.0027 0.2924 0.52 0.34 -0.81
H 1.1068 -1.1669 1.6227 0.07 -2.27 0.99
H -0.8217 -1.2148 -1.5583 2.26 0.76 0.09
```
Positions in Å, forces in eV/Å.

## Properties
- Energy relative to the best compared isomer or geometry (same formula, charge and spin): 128.28 kcal per mole
- Total energy: -668.3895 Eh
- Charge: +1
- Multiplicity: 1


Formula: C9H10CuN6O3
Source: the Open Molecules 2025 dataset
Level of theory: ωB97M-V with the def2-TZVPD basis set

The geometry in XYZ format:
```
29
Properties=species:S:1:pos:R:3:forces:R:3
Cu 0.1998 1.1824 -0.3848 0.09 0.06 1.14
C 0.7771 -0.1147 3.5880 -0.10 0.19 -0.12
C 0.8698 0.2933 2.1480 -0.52 0.83 0.42
N 0.3606 1.3611 1.6327 0.30 -0.51 -0.10
O -0.3792 2.2568 2.3427 -0.25 0.20 0.43
C 1.6045 -0.5380 1.2262 0.52 -0.74 -0.25
C 2.3400 -1.7847 1.6233 -0.03 0.24 -0.33
N 1.5887 -0.1680 -0.0227 0.16 -0.07 -0.32
O 2.1711 -0.7402 -0.9663 -0.25 0.09 0.38
H 0.1938 0.5717 4.1982 0.01 -0.01 -0.01
H 1.7761 -0.1629 4.0172 0.05 -0.02 0.03
H 0.3266 -1.1020 3.6612 -0.03 -0.06 0.02
H -0.6763 1.8850 3.1934 0.17 -0.12 -0.35
H 2.3129 -1.9635 2.6913 0.00 0.00 0.07
H 3.3766 -1.7196 1.2942 0.06 -0.05 0.01
H 1.8883 -2.6317 1.1056 0.04 -0.09 0.00
C 0.8323 1.4953 -4.6216 0.10 -0.17 -0.91
C 0.6910 1.6875 -3.2189 -0.11 0.53 1.57
N 0.5824 1.8780 -2.0907 0.19 -0.11 -1.56
H 1.8088 1.8583 -4.9445 -0.06 -0.04 -0.02
H 0.0444 2.0365 -5.1479 0.06 -0.06 0.01
H 0.7515 0.4292 -4.8390 0.01 0.06 -0.06
O -1.5149 0.2998 -0.1486 -1.00 -0.87 -0.24
N -2.5658 0.3526 -0.9082 0.17 0.73 -0.13
C -3.3472 -0.6846 -1.0008 0.63 0.15 0.38
C -3.0953 -1.9562 -0.4211 0.50 -0.22 0.42
N -2.8322 -2.9763 0.0346 0.00 -0.24 0.12
C -4.5466 -0.5568 -1.7350 -0.42 0.27 -0.40
N -5.5389 -0.4882 -2.3067 -0.25 0.02 -0.18
```
Positions in Å, forces in eV/Å.

## Properties
- Energy relative to the best compared isomer or geometry (same formula, charge and spin): 14.38 kcal per mole
- Total energy: -2543.4588 Eh
- Multiplicity: 2
- <S²>: 0.77